# 1
# C18H18F2IrN7O2S2

A molecular structure, C18H18F2IrN7O2S2 (wB97M-V/def2-TZVPD, the Open Molecules 2025 dataset).

```
50
Properties=species:S:1:pos:R:3:forces:R:3
Ir -0.006 -0.040 -0.303 0.32 0.40 4.52
O 1.246 3.060 1.951 0.57 -0.06 -0.85
C 1.076 1.858 1.950 -2.37 0.96 3.63
O 1.389 0.987 1.106 0.36 -2.63 -4.46
C 0.379 1.281 3.217 0.23 0.39 -1.16
C 0.965 1.586 4.432 -0.37 -0.10 0.63
C 0.356 1.197 5.619 0.15 0.01 -0.19
C -0.871 0.546 5.579 0.05 0.28 0.20
C -1.463 0.246 4.374 0.23 -0.13 -0.59
C -0.818 0.556 3.161 0.68 0.08 1.13
S -1.636 -0.030 1.748 1.05 -0.36 -2.62
H 1.890 2.144 4.449 0.03 0.06 -0.04
H 0.826 1.416 6.567 0.01 0.01 0.04
H -1.370 0.285 6.500 -0.06 -0.04 0.07
H -2.424 -0.244 4.334 -0.08 -0.19 0.10
N 1.322 2.782 -3.346 -0.24 -0.02 0.39
C 2.040 1.780 -3.931 0.21 -0.59 -0.01
C 1.827 0.663 -3.174 0.34 0.00 -0.52
N 0.988 0.969 -2.158 -0.76 0.18 1.37
C 0.699 2.258 -2.265 0.33 -0.18 -0.28
C -0.144 2.906 -1.306 -0.29 0.32 0.41
N -0.778 2.207 -0.376 0.46 -0.75 -1.15
C -1.454 3.096 0.389 -0.21 0.41 0.17
C -1.221 4.359 -0.079 -0.28 -0.23 0.31
N -0.402 4.226 -1.157 0.34 -0.34 -0.28
H 1.296 3.734 -3.672 -0.08 -0.02 0.06
H 2.623 1.932 -4.815 0.13 0.05 -0.14
H 2.238 -0.320 -3.283 0.04 -0.15 -0.11
H -2.059 2.790 1.217 -0.05 -0.08 0.18
H -1.552 5.312 0.274 -0.09 0.21 0.07
H -0.003 4.983 -1.692 -0.06 -0.07 0.12
C 1.168 -5.019 -1.804 0.09 0.09 -0.02
C 0.996 -3.750 -2.641 0.24 -0.35 0.08
C -0.210 -2.999 -2.237 -0.29 -0.05 0.01
N -0.242 -1.775 -1.849 0.79 -0.58 -0.54
N -1.458 -1.310 -1.512 0.29 0.98 0.65
C -2.406 -2.203 -1.628 -0.08 -0.33 0.00
N -3.693 -1.965 -1.370 -0.03 -0.04 0.06
S -1.804 -3.738 -2.214 0.17 0.80 0.08
H 2.058 -5.550 -2.124 0.05 -0.11 -0.07
H 0.312 -5.681 -1.912 -0.04 -0.13 0.01
H 1.290 -4.763 -0.756 -0.06 -0.02 0.10
H 0.910 -4.013 -3.698 0.07 0.09 -0.02
H 1.861 -3.104 -2.497 -0.06 0.09 -0.13
H -3.925 -1.119 -0.879 -0.12 0.06 0.04
H -4.371 -2.704 -1.417 -0.01 0.06 0.07
F 2.020 -2.368 -0.043 -0.23 0.68 0.05
C 1.022 -1.869 0.734 -1.35 0.07 -1.10
F 0.088 -2.877 0.793 0.28 0.61 0.02
H 1.422 -1.717 1.744 -0.31 0.71 -0.28
```
Forces are in eV/Å.

## Properties
- Orbital gap (alpha / beta): 0.217 / 0.204 Ha
- E_LUMO (alpha / beta): -4.3 / -4.6 eV
- Net charge: +1
- Energy above the lowest of the compared OMol25 structures with the same formula, charge and spin: 404.8 kJ/mol
- Electronic energy: -2330.66348 hartree
- Multiplicity: 2
- E_HOMO (alpha / beta): -10.2 / -10.2 eV

# 2
# C18H18FN3O3S

A single C18H18FN3O3S molecule (wB97M-V/def2-TZVPD, the Open Molecules 2025 dataset).

```
44
Properties=species:S:1:pos:R:3:forces:R:3
C -3.221 -4.486 1.140 0.00 -0.05 0.10
C -3.716 -4.322 -0.071 0.01 0.13 -0.17
C -3.276 -3.286 -1.064 -0.22 0.05 -0.11
N -2.108 -2.551 -0.645 0.10 -0.34 0.00
C -2.129 -1.233 -0.401 0.03 -0.28 -0.12
O -3.115 -0.532 -0.575 -0.03 0.10 0.05
C -0.828 -0.700 0.075 0.62 1.01 0.39
O 0.189 -1.587 0.128 -0.93 0.03 -0.26
N 1.305 -0.970 0.563 0.84 0.41 0.43
C 1.013 0.283 0.787 -0.69 -0.53 -0.19
C 2.032 1.259 1.229 0.65 0.35 -0.34
S 3.027 1.867 -0.190 -0.17 0.14 0.16
C 4.450 0.811 -0.194 -0.25 0.07 0.07
C 5.617 1.339 -0.739 -0.21 -0.10 0.08
C 6.769 0.580 -0.785 0.13 -0.27 0.02
C 6.739 -0.706 -0.274 -0.14 0.06 0.00
F 7.866 -1.451 -0.304 -0.07 0.06 0.00
C 5.587 -1.250 0.262 0.30 -0.03 -0.04
C 4.432 -0.489 0.295 0.09 0.11 -0.04
C -0.370 0.533 0.496 -0.04 -0.92 -0.16
C -1.042 1.843 0.738 -0.37 -0.15 -0.15
O -0.473 2.733 1.350 0.23 0.13 0.08
N -2.285 1.951 0.256 -0.31 0.11 -0.13
C -3.066 3.158 0.428 0.08 0.24 0.18
C -3.587 3.649 -0.887 0.09 -0.08 0.13
C -4.850 3.955 -1.115 -0.09 0.05 -0.08
H -3.592 -5.249 1.801 -0.12 -0.17 0.08
H -2.435 -3.862 1.534 0.16 0.16 0.01
H -4.513 -4.957 -0.432 -0.10 -0.14 0.03
H -3.075 -3.770 -2.028 -0.08 0.10 0.07
H -4.078 -2.554 -1.212 0.12 -0.15 -0.09
H -1.264 -3.075 -0.471 -0.01 0.15 0.02
H 1.536 2.146 1.624 0.12 -0.22 0.05
H 2.720 0.831 1.954 -0.06 0.01 0.09
H 5.611 2.347 -1.124 0.07 0.14 -0.02
H 7.683 0.973 -1.202 0.11 0.02 -0.03
H 5.595 -2.259 0.641 0.04 -0.11 0.03
H 3.521 -0.919 0.681 0.06 -0.05 0.00
H -2.744 1.153 -0.180 0.20 -0.07 0.06
H -3.896 2.967 1.118 0.07 0.11 -0.02
H -2.399 3.903 0.875 -0.18 -0.13 -0.02
H -2.842 3.743 -1.666 0.07 0.05 -0.15
H -5.185 4.318 -2.071 -0.01 0.08 -0.20
H -5.601 3.865 -0.348 -0.12 -0.07 0.20
```
Forces are in eV/Å.

## Properties
- Orbital gap: 0.289 Ha
- E_LUMO: -0.3 eV
- Net charge: 0
- SMILES: C=CCNC(=O)c1onc(CSc2ccc(F)cc2)c1C(=O)NCC=C
- Energy above the lowest of the compared OMol25 structures with the same formula, charge and spin: 0.0 kJ/mol
- Electronic energy: -1584.70968 hartree
- E_HOMO: -8.1 eV

# 3
# C18H18N2O2S

A single C18H18N2O2S molecule (wB97M-V/def2-TZVPD, the Open Molecules 2025 dataset).

```
41
Properties=species:S:1:pos:R:3:forces:R:3
C -3.768 -0.963 -1.291 -2.62 0.18 -1.51
C -3.399 -2.343 -0.770 -4.73 -1.10 0.67
C -2.538 -2.136 0.472 -5.44 -1.25 -1.09
C -1.240 -1.808 0.116 3.63 -2.59 -4.02
O -0.610 -2.454 -0.889 -2.40 4.13 5.51
N -0.871 -0.850 0.987 5.58 -2.93 -3.35
C 0.297 -0.211 0.839 3.04 10.19 -5.23
C 0.383 1.283 0.263 -1.46 -5.64 3.43
C -0.837 2.105 0.138 1.48 -4.65 1.89
C -0.810 3.271 -0.360 -8.54 3.95 0.18
C -2.196 4.085 -0.344 1.50 -11.09 3.89
C -3.177 3.189 0.113 7.72 -0.76 -0.73
S -2.367 1.440 0.663 -1.63 4.34 -1.13
C 1.737 1.764 0.251 -1.54 9.38 -1.27
O 1.821 3.086 0.252 -0.15 -3.36 0.25
C 2.935 1.117 -0.051 -12.30 -9.02 6.38
C 4.023 1.577 -0.304 12.41 4.78 -5.78
C 5.087 0.703 -0.724 -1.07 2.99 2.46
C 4.883 -0.566 -0.266 11.16 0.52 -5.70
C 3.804 -1.081 0.073 -8.24 -7.77 4.73
C 2.644 -0.315 0.426 12.85 6.34 -5.98
N 1.507 -0.687 0.481 -10.41 -11.73 6.23
C 1.548 -2.168 1.272 -5.78 -2.33 -1.94
H -4.350 -0.275 -0.649 0.84 -0.62 0.58
H -4.553 -0.930 -2.170 2.16 -0.57 0.96
H -2.803 -0.562 -1.499 0.34 1.22 -0.91
H -2.998 -2.952 -1.660 -0.49 0.57 2.00
H -4.501 -2.797 -0.253 3.13 0.63 -1.95
H -3.192 -1.607 1.214 1.17 0.97 -0.80
H -2.574 -3.010 1.000 0.68 -3.04 1.07
H -1.480 -0.439 1.549 -3.47 1.81 2.88
H -0.057 3.778 -0.631 5.75 3.19 -1.96
H -2.365 4.833 -0.916 -1.07 5.52 -3.15
H -4.101 3.352 0.387 -4.83 0.53 1.03
H 4.140 2.635 -0.565 -0.30 -0.23 0.41
H 6.043 1.089 -1.096 -0.55 -0.32 0.15
H 5.849 -1.207 -0.658 -2.64 0.75 1.56
H 3.764 -2.302 0.216 0.10 3.26 -0.42
H 1.360 -3.128 0.497 0.86 3.03 1.95
H 2.418 -2.212 1.810 2.01 -0.12 1.16
H 0.541 -2.307 2.077 3.26 0.82 -2.44
```
Forces are in eV/Å.

## Properties
- Orbital gap: 0.240 Ha
- E_LUMO: -0.8 eV
- Net charge: 0
- SMILES: CCCC(=O)Nc1c(-c2cccs2)c(=O)c2ccccc2n1C
- Energy above the lowest of the compared OMol25 structures with the same formula, charge and spin: 1552.4 kJ/mol
- Electronic energy: -1354.36940 hartree
- E_HOMO: -7.4 eV

# 4
# C18H18N2O3

A molecular structure, C18H18N2O3 (wB97M-V/def2-TZVPD, the Open Molecules 2025 dataset).

```
41
Properties=species:S:1:pos:R:3:forces:R:3
C -5.917 -1.043 -0.067 -0.68 -4.38 -4.37
H -5.699 -1.333 0.894 0.00 -0.20 2.29
H -6.857 -0.731 -0.382 -2.64 -0.48 0.65
H -5.586 -1.903 -0.811 -1.39 0.55 1.96
O -5.254 -0.029 -0.606 1.96 3.45 -0.17
C -3.978 0.149 -0.301 -6.82 7.37 -3.91
C -3.495 1.334 -0.600 5.57 5.68 -2.99
C -2.078 1.764 -0.847 -3.11 -1.95 2.87
C -1.223 0.809 -0.348 2.83 -3.76 1.58
C -1.636 -0.499 0.141 -2.18 2.46 -0.44
C -3.087 -0.548 0.131 10.22 -14.47 5.09
O -3.640 -1.865 0.411 2.84 -2.59 1.02
C -2.617 -3.140 0.820 -1.97 6.08 4.66
H -2.067 -2.568 1.866 -1.19 -2.11 -3.28
H -1.940 -3.238 0.014 0.38 -0.81 -0.67
H -3.329 -3.855 1.292 0.78 0.23 -1.33
H -0.927 -1.343 0.550 -1.73 2.29 -1.06
C 0.229 0.948 -0.099 1.36 4.96 -1.18
N 1.210 0.086 -0.294 -9.31 -5.51 0.27
N 2.311 0.523 -0.013 5.18 0.62 -0.89
C 2.264 1.823 -0.099 1.49 8.44 3.45
C 0.876 2.312 0.120 3.59 -5.31 -2.68
C 0.484 3.730 0.184 -2.78 0.28 -2.40
H -0.519 3.652 0.865 1.83 1.10 -1.84
H 0.301 4.243 -1.091 0.17 -1.54 4.16
O 1.511 4.487 0.744 0.12 -1.62 3.17
H 1.657 3.912 1.615 0.15 2.18 -2.41
H 3.229 2.589 0.048 -2.65 -2.57 -0.45
C 3.367 -0.411 -0.054 3.44 -1.00 -1.10
C 3.270 -1.773 -0.324 -7.95 5.35 0.28
C 4.319 -2.492 -0.484 0.60 -8.72 0.31
C 5.566 -2.157 -0.373 6.73 4.09 1.62
C 5.838 -0.742 0.002 1.72 -3.25 -1.56
C 4.719 -0.029 0.002 -1.64 6.00 1.91
H 4.893 1.079 0.211 -0.37 -1.30 -0.27
H 6.851 -0.206 0.166 -1.82 -1.45 -0.43
H 6.462 -2.805 -0.451 -1.10 0.05 0.05
H 4.135 -3.634 -0.347 0.22 1.72 -1.28
H 2.207 -2.034 -0.525 1.00 -0.76 0.43
H -1.816 2.823 -0.990 -0.20 -0.79 -0.32
H -4.030 2.115 -0.970 -2.69 1.71 -0.74
```
Forces are in eV/Å.

## Properties
- Orbital gap: 0.313 Ha
- E_LUMO: 0.4 eV
- Net charge: 0
- Energy above the lowest of the compared OMol25 structures with the same formula, charge and spin: 1429.5 kJ/mol
- Electronic energy: -1031.46977 hartree
- E_HOMO: -8.1 eV